# 1
64
Properties=species:S:1:pos:R:3:forces:R:3 method="wB97M-V/def2-TZVPD" fmax_ev_per_a=0.6 relative_energy_kcal_mol=12.7 total_energy_ev=-39662.9580 homo_ev=-8.541 homo_lumo_gap_ha=0.3346
C -0.036 -0.006 2.220 -0.1 0.1 0.0
C 1.918 -1.781 -2.430 0.2 0.3 -0.1
H 0.043 -0.516 -0.806 0.0 0.0 0.1
H -0.838 -1.789 -2.470 0.0 -0.1 -0.1
O -1.099 4.105 1.469 0.1 0.2 0.0
C 0.984 2.175 2.064 -0.1 0.2 0.0
C -1.827 3.151 1.621 -0.4 0.0 -0.1
H -2.628 -1.707 -0.943 0.0 -0.1 0.1
C 4.952 -2.392 2.217 0.6 -0.1 0.1
C -2.811 -0.041 -2.293 -0.1 0.1 -0.1
H -0.928 -0.616 2.242 -0.1 -0.1 0.0
H -0.089 0.058 -4.585 0.0 -0.1 0.1
H 0.889 3.244 1.970 0.0 0.0 0.0
H 4.718 -3.123 4.232 0.0 -0.1 0.1
C -3.598 1.399 -0.025 0.0 -0.2 0.1
H -3.131 1.794 -3.343 0.0 0.1 -0.1
H 2.422 -1.077 -0.452 0.1 0.0 0.0
H 5.633 -1.613 4.102 0.0 0.0 0.1
C 0.815 0.129 -1.235 0.2 0.2 -0.1
C -3.345 3.273 1.416 0.2 0.4 0.0
N -1.447 1.900 1.981 -0.3 -0.4 0.2
C -3.556 2.012 -1.267 -0.1 0.1 0.3
H -2.185 1.205 2.062 0.1 0.2 -0.1
H 5.674 -1.807 1.638 -0.1 -0.2 0.0
H 1.098 1.380 -2.955 0.0 0.1 0.0
H -3.817 3.055 -1.362 0.0 0.1 0.0
H 3.125 2.182 2.108 0.1 0.1 0.0
H -5.097 -1.499 1.275 0.1 0.0 0.0
H 2.864 -2.305 -2.584 -0.1 -0.1 0.0
C -0.159 1.379 2.093 0.5 0.0 0.0
O -3.973 2.041 1.143 -0.1 -0.3 -0.2
C -2.885 -0.663 -1.052 -0.1 0.2 0.1
C 0.132 -0.418 -3.620 0.4 0.2 -0.2
H 2.894 0.014 -1.756 0.1 0.0 0.0
C 2.355 0.199 2.239 -0.2 0.1 0.0
C -4.509 -0.814 1.893 -0.4 -0.1 0.2
C 0.343 0.690 -2.572 -0.2 -0.1 0.0
C 3.713 -0.386 2.273 0.2 0.1 0.0
C -2.312 -0.824 -3.487 -0.1 -0.2 0.1
H 1.201 -2.508 -2.046 0.0 -0.1 0.1
H 0.976 0.949 -0.533 -0.1 0.0 0.1
H -4.318 -1.270 2.862 -0.1 0.0 0.0
H 4.776 -3.354 1.730 0.0 0.1 0.0
C 5.454 -2.582 3.642 -0.3 0.2 -0.3
H -3.797 3.633 2.346 0.1 0.0 -0.1
O -3.237 -0.584 1.312 0.4 0.3 -0.4
H -3.523 4.022 0.637 0.1 -0.1 0.1
C 2.228 1.583 2.137 0.1 -0.4 0.0
H -2.362 -0.206 -4.387 -0.1 0.0 0.0
H -2.969 -1.690 -3.635 0.0 0.2 -0.1
C -3.266 0.041 0.075 -0.1 0.0 0.2
C 1.428 -1.227 -3.767 -0.2 0.0 0.0
C 1.208 -0.592 2.289 0.2 0.1 0.0
H 2.198 -0.576 -4.187 0.1 0.0 0.0
C 2.108 -0.661 -1.411 -0.2 -0.2 0.1
H 1.253 -2.046 -4.465 0.0 0.0 -0.1
H 6.383 -3.144 3.629 0.1 -0.1 0.0
H -5.062 0.120 2.024 0.0 -0.1 0.0
C -3.167 1.296 -2.385 0.0 -0.2 0.0
H 1.303 -1.662 2.376 0.0 -0.1 0.0
O 4.732 0.259 2.343 0.0 -0.1 0.0
H -0.580 1.254 -2.431 0.1 0.1 -0.1
O 3.691 -1.727 2.190 -0.3 0.0 0.0
N -0.962 -1.338 -3.369 0.0 -0.3 0.1

# 2
68
Properties=species:S:1:pos:R:3:forces:R:3 method="wB97M-V/def2-TZVPD" total_charge=+4 fmax_ev_per_a=3.2 total_energy_ev=-57037.6776 homo_ev="-19.657 / -19.660" homo_lumo_gap_ha="0.1547 / 0.1663"
C -1.869 -3.187 0.332 -0.4 -0.5 0.0
C 2.804 -1.627 0.806 1.0 -0.1 -0.2
C -2.780 -0.029 -3.004 0.4 0.1 1.2
C -2.457 -4.444 2.263 -0.2 -0.2 0.0
H -1.910 -3.005 -0.734 0.0 0.0 0.0
H -4.776 0.528 -3.501 0.0 0.0 0.0
N -1.812 -0.480 -3.855 -0.7 0.0 -1.0
C -0.319 2.936 4.311 0.3 -0.6 -0.3
H 0.389 4.059 0.005 0.0 0.0 0.0
H -1.789 2.389 0.853 0.0 0.2 0.0
C -1.649 -3.603 3.006 0.4 0.5 -0.1
C 1.021 0.865 4.083 -0.1 -0.3 -0.1
H -1.443 4.749 4.421 0.0 -0.1 -0.1
H 0.526 0.278 4.863 0.1 0.0 0.0
C 3.057 -0.572 -1.230 0.4 0.0 -0.4
C -0.130 -1.614 3.161 -1.4 0.5 -0.7
C 4.898 -1.781 -0.343 0.2 0.0 -0.2
N -0.496 1.701 2.303 0.6 -1.5 -1.1
H 4.934 -0.769 -2.248 0.0 0.0 -0.1
H 0.117 3.013 5.298 -0.1 0.2 0.0
H -1.198 -1.866 -6.232 0.0 -0.1 0.0
H 2.250 0.587 2.345 0.2 -0.2 0.1
C -2.556 -4.254 0.893 0.1 0.3 -0.1
H -0.867 -0.173 -6.601 0.0 0.1 0.0
C 0.411 4.317 -1.051 0.1 0.0 0.5
H -2.411 4.442 2.122 -0.1 0.0 0.0
H 2.550 -0.523 3.691 0.0 -0.3 -0.4
C -1.183 3.885 3.815 -0.2 0.4 0.2
H 1.310 4.899 -1.264 0.1 0.0 -0.1
H -0.090 4.250 -3.652 0.0 0.0 0.0
H 5.917 -2.137 -0.403 0.0 0.0 0.0
H 4.503 -2.686 1.567 0.1 -0.1 0.1
H 0.165 -0.362 -4.018 -0.3 0.1 0.1
S -2.704 0.164 -1.331 -0.7 -0.1 -0.6
H -1.514 -3.747 4.067 -0.1 -0.1 0.1
C -2.368 -0.481 -5.135 1.7 -0.4 1.2
C 0.033 1.837 3.510 -0.2 1.2 0.7
C 1.876 -2.087 1.900 -0.2 -0.6 -1.4
C 1.759 -0.034 3.106 -0.3 1.7 -0.1
C -1.658 -0.884 -6.348 0.0 -0.1 -0.4
O 0.251 1.968 -1.456 -0.1 -0.5 0.1
C 0.471 3.361 -3.369 0.0 -0.2 -0.3
C 4.359 -1.021 -1.371 -0.2 0.1 0.2
C -1.724 3.724 2.544 0.0 -0.3 -0.2
N 0.974 -1.048 2.395 1.3 -1.5 2.5
H 1.513 3.582 -3.612 0.1 0.0 0.0
C 0.362 3.116 -1.912 0.1 0.3 0.0
N -0.537 -0.837 -3.450 0.5 -0.2 0.2
C -1.359 2.597 1.832 -0.5 0.6 0.2
H 2.591 0.048 -1.985 0.0 0.1 -0.1
H -2.360 -0.913 -7.179 0.0 0.0 0.0
H -3.152 -4.903 0.270 0.0 -0.1 0.0
H 0.155 2.503 -3.958 0.0 0.0 0.0
C 4.118 -2.083 0.759 -0.6 0.1 0.2
H 0.232 -2.144 4.055 0.3 0.2 -0.1
N -3.595 -0.070 -5.045 -2.0 0.6 -0.3
N -1.129 -2.353 1.054 0.7 1.1 -0.3
Sn -0.130 0.020 0.060 1.0 0.0 0.8
H -0.790 -0.804 3.490 0.3 0.0 0.2
H 2.472 -2.504 2.722 -0.2 0.2 0.1
H 1.791 1.446 4.600 0.0 -0.1 0.0
H -0.417 4.986 -1.290 -0.1 0.0 -0.1
N 2.308 -0.876 -0.176 -1.3 0.3 0.3
H 1.281 -2.903 1.478 0.0 0.1 0.2
H -2.999 -5.247 2.746 0.0 0.0 0.0
C -0.988 -2.559 2.362 -0.5 -0.9 0.1
H -0.387 -1.841 -3.562 -0.3 0.1 -0.1
N -3.852 0.205 -3.779 0.7 -0.2 -0.6